Here is a molecular structure, C43H89GaN3O4 from OMol25. Energies are from the ωB97M-V functional and the def2-TZVPD basis.

Positions of all 140 atoms, in Å:
C 4.07873 -2.42471 1.77462
C 4.74776 -1.88574 0.41775
C 6.08798 -1.03848 0.65203
C 6.57785 -0.32878 -0.70991
C 6.82154 1.24970 -0.53630
C 5.41270 2.03065 -0.31756
C 5.45264 2.97394 0.98588
C 3.99920 3.62826 1.15871
C 3.17690 2.80170 2.28062
C 1.62320 3.19977 2.07637
C 0.86950 2.27408 1.00796
C -0.63475 1.95647 1.49207
C -1.75883 2.81566 0.75238
Ga -3.70634 2.25948 1.13444
C -4.86086 3.97595 1.02041
C -4.87405 4.71011 -0.40107
N -3.60659 4.65383 -1.17099
C -4.00397 1.54289 3.08464
C -3.19132 0.21093 3.41948
C -3.81411 -1.14020 2.83382
C -5.33282 -1.41915 3.27923
C -6.01800 -2.65336 2.47444
C -4.95767 -3.65554 1.80674
C -5.82778 -4.87163 1.17338
C -4.30190 0.73073 -0.11500
C -4.72243 1.16190 -1.59080
O -3.68774 0.83898 -2.60864
C -4.46999 0.56523 -3.76963
O -4.38801 -0.50228 -4.40777
H 4.28779 -1.72441 2.65105
H 2.94652 -2.58635 1.66963
H 4.53570 -3.43995 2.02323
H 4.97560 -2.80995 -0.22226
H 4.02393 -1.24245 -0.17831
H 5.93858 -0.29406 1.50290
H 6.90059 -1.79025 0.94424
H 7.55463 -0.83992 -1.01960
H 5.81673 -0.55438 -1.54135
H 7.36157 1.72804 -1.41695
H 7.46680 1.37398 0.39599
H 4.60973 1.22628 -0.23100
H 5.18700 2.65311 -1.25440
H 6.29377 3.73236 0.88758
H 5.66910 2.31672 1.89400
H 4.01312 4.74952 1.38532
H 3.39644 3.50438 0.19290
H 3.55762 3.02604 3.33351
H 3.34076 1.68589 2.06311
H 1.61571 4.27111 1.66079
H 1.12075 3.24543 3.09859
H 0.90374 2.70983 -0.05465
H 1.46075 1.28579 0.94962
H -0.77452 0.82372 1.39967
H -0.69306 2.18647 2.61929
H -1.54076 2.76250 -0.37728
H -1.65133 3.91408 1.08758
H -4.46313 4.70257 1.81227
H -5.93595 3.71856 1.35070
H -5.72623 4.29140 -1.04460
H -5.11164 5.83113 -0.25919
H -3.43761 3.74214 -1.60487
H -2.80048 4.99824 -0.64403
H -5.13954 1.41483 3.18910
H -3.71899 2.38781 3.80582
H -3.21470 0.09523 4.57091
H -2.09192 0.22511 3.13748
H -3.19977 -1.99977 3.29908
H -3.64987 -1.25741 1.70156
H -5.27682 -1.77541 4.37336
H -6.01494 -0.51723 3.19426
H -6.76088 -2.27956 1.69337
H -6.59500 -3.28470 3.24643
H -4.20885 -4.09611 2.53740
H -4.40053 -3.13617 0.95158
H -5.20943 -5.80131 0.96543
H -6.67418 -5.12478 1.90806
H -6.35429 -4.50938 0.21610
H -3.40153 0.01431 -0.21059
H -5.11319 0.10840 0.41385
H -5.62683 0.50037 -1.87792
H -5.07730 2.23528 -1.70577
H -5.19974 1.35857 -4.17093
C 6.99617 -2.06059 7.89389
C 6.20986 -2.83546 6.79780
C 5.89308 -4.27959 7.25849
C 7.05721 -5.25399 7.14457
C 7.66360 -5.19990 5.74728
C 8.08402 -3.77195 5.35248
N 6.97530 -2.78006 5.51654
O 6.10124 -2.97527 4.50247
C 9.31349 -3.37068 6.20132
C 8.63387 -3.79808 3.90553
C 4.84368 -2.09854 6.73178
H 7.97893 -1.72584 7.56478
H 6.48742 -1.13847 8.18695
H 7.13410 -2.65824 8.80016
H 5.06913 -4.68162 6.65634
H 5.53148 -4.27522 8.29169
H 7.81161 -5.03562 7.90749
H 6.70434 -6.26962 7.34898
H 8.52316 -5.87600 5.70259
H 6.93290 -5.59358 5.03022
H 9.62380 -2.34427 5.98382
H 10.16706 -4.01860 5.97889
H 9.15013 -3.45729 7.27545
H 7.91088 -4.19268 3.18762
H 9.51720 -4.43909 3.83726
H 8.92870 -2.79582 3.57984
H 4.96148 -1.07718 6.35762
H 4.39445 -2.03845 7.72734
H 4.11954 -2.61360 6.09580
C -7.46984 1.20502 -8.07250
C -6.52640 2.27161 -8.69869
C -6.34160 2.02642 -10.21666
C -5.35880 0.91770 -10.56736
C -4.03668 1.12546 -9.83775
C -4.22820 1.24688 -8.31444
N -5.23876 2.28749 -7.94363
O -4.66425 3.49906 -8.12924
C -4.63380 -0.13854 -7.75886
C -2.85031 1.51134 -7.66046
C -7.33026 3.59518 -8.57431
H -6.99258 0.61016 -7.29497
H -8.32553 1.66191 -7.56805
H -7.86556 0.51501 -8.82402
H -5.98142 2.94658 -10.69322
H -7.30733 1.80801 -10.68400
H -5.78834 -0.06034 -10.32790
H -5.18188 0.91512 -11.64768
H -3.36324 0.29525 -10.07176
H -3.55288 2.02694 -10.23404
H -4.82172 -0.09201 -6.68186
H -3.83439 -0.86978 -7.91311
H -5.51562 -0.56162 -8.24098
H -2.36221 2.40628 -8.05423
H -2.16590 0.67952 -7.84735
H -2.94545 1.62134 -6.57618
H -7.46205 3.88231 -7.52682
H -8.32474 3.48016 -9.01555
H -6.85286 4.42673 -9.09877

Values from the calculation:
Relative energy (zero: lowest compared OMol25 entry of this formula, charge and spin) ... 134.41 kcal per mole
Multiplicity ... 3
Energy ... -4081.47912 hartree
Frontier orbital gap (alpha / beta) ... 6.41 / 5.66 eV
Expectation value of S² ... 2.009
Net charge ... -1

Here is 7 unconnected molecules or ions with the total composition C43H94BF3N6O11S2 from OMol25. Energies are from the ωB97M-V functional and the def2-TZVPD basis.

Positions of all 160 atoms, in Å:
H 4.71250 0.02553 1.32581
N 3.86890 -0.21550 1.84226
C 3.15149 -0.98698 1.11625
N 1.98338 -1.56050 1.63521
N 3.47011 -1.34373 -0.22861
C 3.19912 -2.73234 -0.64912
C 2.49101 -2.85072 -1.99748
C 1.09638 -2.19652 -2.00201
C 0.72814 -1.51911 -3.32873
C 1.41748 -0.17016 -3.46638
O 1.04703 0.76048 -2.46890
C -0.31944 1.08658 -2.34908
C -0.43125 2.62705 -2.24929
F -1.81821 2.92511 -2.28347
B 0.14164 3.01366 -0.78913
C -0.85569 3.54791 0.28412
O 1.47093 2.78839 -0.50482
N 0.25182 3.29751 -3.33761
C -0.50771 3.61520 -4.55563
C -0.99739 2.36731 -5.33494
C -2.50484 2.13515 -5.20731
S -3.06876 0.83178 -6.35937
C -4.22054 -0.10683 -5.41516
S -5.50334 -0.74346 -6.18145
N -3.92768 -0.32379 -4.03386
C -4.80285 0.47872 -3.15250
C -4.42876 0.15910 -1.67656
O -3.27613 -0.65455 -1.59936
C -3.44972 -1.90093 -2.24788
C -4.14098 -1.72139 -3.61348
N 1.04141 4.39273 -2.86467
C 0.41680 5.64591 -2.93948
O -0.63177 5.88780 -2.52561
F 1.19148 6.55785 -3.54075
C 2.38925 4.34352 -3.32272
O 3.30023 4.65962 -2.69908
F 2.48617 3.88812 -4.56351
H 1.75522 -1.14006 2.52751
H 1.19694 -1.54854 0.99921
H 3.07461 -0.66031 -0.86695
H 2.62026 -3.27599 0.10096
H 4.16638 -3.24226 -0.73754
H 3.12272 -2.45626 -2.80221
H 2.36132 -3.92347 -2.18009
H 0.34884 -2.97374 -1.80401
H 1.04021 -1.44581 -1.20646
H 1.06189 -2.13439 -4.17649
H -0.36119 -1.41565 -3.42161
H 1.31092 0.24283 -4.48174
H 2.49690 -0.30918 -3.31355
H -0.69748 0.66569 -1.40950
H -0.94227 0.68470 -3.15179
H -1.21902 4.55206 0.02911
H -0.42517 3.52680 1.28948
H -1.74261 2.89848 0.32084
H 1.91531 3.59815 -0.21143
H 0.14091 4.19933 -5.21499
H -1.38328 4.24252 -4.33639
H -0.42880 1.48320 -5.05288
H -0.78851 2.53138 -6.40119
H -3.03764 3.04976 -5.48610
H -2.79007 1.80279 -4.21557
H -5.85212 0.20363 -3.34652
H -4.70782 1.54538 -3.36134
H -4.18468 1.08204 -1.14314
H -5.27887 -0.31785 -1.16412
H -2.45205 -2.32455 -2.35843
H -4.04106 -2.58486 -1.62065
H -3.77643 -2.42356 -4.36435
H -5.21999 -1.90225 -3.48573
C 6.85305 -5.98731 0.60584
C 5.64582 -5.13316 0.95370
O 4.39998 -5.77375 0.73669
C 4.17827 -6.96135 1.47654
C 4.23000 -6.77626 2.98472
H 6.80485 -6.31154 -0.43490
H 7.76775 -5.41155 0.74920
H 6.92125 -6.87794 1.23202
H 5.62450 -4.25156 0.31372
H 5.71731 -4.76946 1.98475
H 4.87810 -7.74597 1.16461
H 3.18197 -7.29335 1.18121
H 5.21395 -6.45273 3.32619
H 3.99781 -7.71679 3.48567
H 3.50415 -6.02516 3.29632
C -0.09332 -8.56170 -2.25555
C 0.45973 -7.37852 -3.03167
O 1.50453 -6.68935 -2.37172
C 2.66866 -7.44068 -2.07089
C 3.36585 -8.02241 -3.28860
H -0.44975 -8.24173 -1.27548
H -0.92548 -9.00793 -2.80100
H 0.65684 -9.33866 -2.10313
H -0.32481 -6.63349 -3.16892
H 0.77577 -7.69291 -4.03333
H 2.43858 -8.23148 -1.34698
H 3.33218 -6.73798 -1.56498
H 2.74036 -8.74169 -3.81920
H 4.27635 -8.53823 -2.98181
H 3.63476 -7.23014 -3.98881
C -4.48281 8.12041 -0.51328
C -4.08300 9.47325 -1.07863
O -3.06092 10.12926 -0.35100
C -1.82889 9.43772 -0.25305
C -1.17384 9.13284 -1.58876
H -4.80378 8.22005 0.52460
H -5.30610 7.70401 -1.09478
H -3.66093 7.40366 -0.54460
H -4.93432 10.15322 -1.03973
H -3.80404 9.37601 -2.13423
H -1.95291 8.51531 0.32692
H -1.18411 10.09241 0.33369
H -1.78138 8.46836 -2.20235
H -0.21389 8.64196 -1.42712
H -1.00431 10.05222 -2.15182
C -3.88031 3.97612 3.35528
C -3.96089 2.51737 2.93787
O -2.79382 1.77398 3.23124
C -2.43187 1.70565 4.60134
C -3.49043 1.07286 5.48896
H -3.02377 4.45653 2.87922
H -4.78686 4.50601 3.06025
H -3.76760 4.08905 4.43402
H -4.07910 2.46143 1.85433
H -4.84352 2.03813 3.37722
H -2.15443 2.69684 4.97505
H -1.52615 1.10007 4.62763
H -4.41513 1.65128 5.50477
H -3.12305 1.00781 6.51360
H -3.73017 0.06699 5.14064
C 1.05607 -4.62444 3.32988
C -0.13544 -3.73944 3.65141
O -1.39109 -4.34477 3.39567
C -1.67086 -5.52821 4.11932
C -1.67088 -5.35328 5.62866
H 1.02218 -4.93982 2.28563
H 1.98536 -4.07893 3.49484
H 1.07627 -5.52231 3.95076
H -0.10998 -2.85778 3.01134
H -0.08643 -3.37878 4.68560
H -0.98175 -6.32994 3.82872
H -2.66385 -5.83126 3.78635
H -0.69133 -5.06075 6.00851
H -1.94660 -6.29174 6.11099
H -2.38867 -4.58669 5.92383
C 2.73887 4.61332 6.47801
C 1.88151 3.55663 5.80262
O 0.73948 4.07109 5.13976
C 0.98988 4.99554 4.09637
C 1.84122 4.42915 2.97298
H 2.14742 5.18485 7.19466
H 3.56463 4.13744 7.00759
H 3.16711 5.31463 5.76075
H 1.48402 2.87361 6.55383
H 2.48721 2.95395 5.11685
H 1.43631 5.91535 4.49182
H 0.00433 5.26439 3.71337
H 2.83823 4.14928 3.31369
H 1.95522 5.16808 2.17715
H 1.37133 3.53628 2.55955

Values from the calculation:
SMILES string ... [H]/N=C(/N)NCCCCCOC[C@@](F)(B(C)O)N(CCCSC(=S)N1CCOCC1)N(C(=O)F)C(=O)F.CCOCC.CCOCC.CCOCC.CCOCC.CCOCC.CCOCC
Energy ... -3971.67086 hartree
Frontier orbital gap ... 8.33 eV

Here is a molecular structure, C43H95F3O4Si2 from OMol25. Energies are from the ωB97M-V functional and the def2-TZVPD basis.

Positions of all 147 atoms, in Å:
C 5.88005 2.32241 4.65003
C 6.68434 2.95345 3.51603
C 5.80339 3.54890 2.40199
C 5.82312 5.07907 2.33019
C 5.32697 5.63717 0.98376
C 4.31561 6.78162 1.12037
C 2.86756 6.28279 1.25482
C 2.11617 6.29313 -0.07593
C 0.57123 6.12945 -0.03909
C -0.10484 5.88925 1.32419
C -0.45218 4.40233 1.59713
Si -2.24556 4.03814 1.96985
C -2.63440 4.05803 3.80655
C -3.04935 5.44291 4.27347
O -1.92961 6.33364 4.04707
C -1.88300 7.42852 4.83501
O -2.73495 8.24642 4.91160
O -3.26435 5.14567 1.31810
C -3.19217 5.44468 -0.07861
C -3.35277 6.94642 -0.31144
O -2.60148 2.56640 1.28290
Si -2.43384 1.07219 1.94215
C -0.67549 0.69788 2.51060
C -0.05232 -0.55169 1.86749
C 0.63836 -0.27189 0.55670
F 1.50037 -1.26019 0.23839
F -0.24344 -0.17625 -0.46299
F 1.34437 0.87796 0.56376
H 5.31555 3.07957 5.19973
H 6.52128 1.79295 5.35605
H 5.16840 1.59721 4.24772
H 7.33253 2.18715 3.08426
H 7.33478 3.73614 3.91715
H 6.12078 3.15655 1.43204
H 4.77002 3.22272 2.56357
H 6.84816 5.41881 2.50175
H 5.19492 5.48998 3.12782
H 4.86449 4.82825 0.40607
H 6.17966 5.98228 0.39428
H 4.40177 7.43430 0.24657
H 4.57912 7.39232 1.98858
H 2.90517 5.26303 1.65831
H 2.34549 6.89797 1.98910
H 2.53764 5.50600 -0.70858
H 2.36659 7.22978 -0.58133
H 0.31048 5.28720 -0.68604
H 0.11731 7.00310 -0.51193
H -1.01694 6.48945 1.35339
H 0.49903 6.25662 2.15048
H 0.12066 4.05003 2.46344
H -0.14448 3.77581 0.75349
H -1.76695 3.73145 4.38843
H -3.46561 3.38115 4.02742
H -3.91885 5.79997 3.72142
H -3.29992 5.44514 5.33677
H -0.92853 7.49710 5.37893
H -2.23963 5.09419 -0.49353
H -3.98241 4.88572 -0.58453
H -2.51380 7.35827 -0.87411
H -4.26895 7.17808 -0.85314
H -3.38433 7.45392 0.65306
H -3.32914 0.95464 3.12185
H -2.85331 0.03475 0.97985
H -0.00102 1.54447 2.36306
H -0.71671 0.53374 3.59057
H 0.68056 -0.99921 2.54036
H -0.79154 -1.32722 1.65260
C -0.41777 -4.66142 0.91672
C 0.25358 -4.43276 2.26721
C 1.77428 -4.57427 2.22453
C 2.27748 -5.96278 1.82507
C 1.78156 -7.10461 2.71106
C 2.21748 -6.97954 4.16725
H -0.24910 -5.67428 0.54837
H -1.49706 -4.51506 0.98377
H -0.03124 -3.96448 0.16878
H -0.16919 -5.11507 3.00992
H 0.01151 -3.42509 2.61587
H 2.18416 -4.30350 3.20172
H 2.17625 -3.84245 1.51640
H 3.37189 -5.95156 1.84113
H 1.99618 -6.16903 0.78891
H 2.15929 -8.04647 2.30504
H 0.69101 -7.17095 2.66089
H 3.30636 -6.94340 4.24494
H 1.86956 -7.82959 4.75542
H 1.81928 -6.07615 4.63208
C 1.41699 -0.25557 -3.20921
C 0.19796 -0.99721 -3.74609
C 0.55230 -2.21068 -4.60417
C 1.35241 -1.89436 -5.86907
C 0.68497 -0.90609 -6.82353
C -0.65190 -1.39817 -7.36852
H 2.03371 0.14601 -4.01540
H 1.11901 0.58103 -2.57720
H 2.04091 -0.92122 -2.60836
H -0.43049 -0.30593 -4.31529
H -0.41182 -1.33504 -2.90449
H -0.36835 -2.73549 -4.87542
H 1.13094 -2.91527 -3.99714
H 1.53471 -2.83370 -6.40296
H 2.33831 -1.51103 -5.59221
H 1.36402 -0.71988 -7.65976
H 0.54502 0.05815 -6.32680
H -0.53004 -2.34722 -7.89598
H -1.07918 -0.67984 -8.06943
H -1.38114 -1.55025 -6.57127
C -6.21198 -0.37669 1.19984
C -7.03022 0.52181 2.12162
C -7.02796 0.06081 3.57841
C -7.63127 -1.32525 3.81485
C -9.07266 -1.48746 3.33444
C -10.05597 -0.55330 4.03193
H -6.60713 -1.39309 1.16378
H -6.20825 0.01149 0.18044
H -5.17689 -0.42912 1.54253
H -8.05661 0.59224 1.75066
H -6.62530 1.53691 2.08046
H -7.55799 0.79948 4.18596
H -5.99554 0.05597 3.94409
H -7.58896 -1.54356 4.88686
H -7.00855 -2.08245 3.33062
H -9.38031 -2.52227 3.50588
H -9.12608 -1.33227 2.25322
H -10.04305 -0.71227 5.11254
H -11.07484 -0.72424 3.68227
H -9.81847 0.49518 3.84550
C 0.63951 -7.11236 -6.92164
C 1.59194 -6.17436 -6.18772
C 2.76993 -5.70882 -7.04249
C 3.69543 -6.82450 -7.53092
C 4.30619 -7.68021 -6.42204
C 5.18418 -6.89019 -5.45703
H 1.13744 -8.03270 -7.23111
H -0.20163 -7.39339 -6.28663
H 0.23613 -6.63330 -7.81671
H 1.95799 -6.66135 -5.27932
H 1.03780 -5.29240 -5.85348
H 3.34781 -4.97444 -6.47422
H 2.38142 -5.17368 -7.91549
H 4.50316 -6.37302 -8.11579
H 3.15247 -7.47426 -8.22270
H 4.90398 -8.47038 -6.88374
H 3.51520 -8.18814 -5.86309
H 6.00132 -6.39819 -5.98932
H 5.62378 -7.54331 -4.70210
H 4.61614 -6.12042 -4.93223

Values from the calculation:
Energy ... -2875.08839 hartree
Frontier orbital gap ... 10.48 eV